(1)
Below is a cluster of 10 separate species, C38H74Br19O5P2 in total, with properties calculated with ωB97M-V/def2-TZVPD.

Output
total charge	-1
E_LUMO	1.28	eV
gap between HOMO and LUMO	6.0695	eV
strongest force on any atom	4.4	eV/Å
DFT total energy	-51457.322815	a.u.

Structure (XYZ):
```
138
C38H74Br19O5P2 | the OMol25 dataset | ωB97M-V/def2-TZVPD
C 3.97 -4.41 -2.19
C 4.36 -5.23 -0.85
C 3.13 -6.15 -0.42
C 5.54 -6.26 -1.31
C 5.00 -4.31 0.28
C 4.03 -3.67 1.37
C 4.96 -2.60 2.20
C 3.54 -4.71 2.52
C 2.84 -2.77 0.79
C 1.40 -2.90 1.38
C 0.27 -1.96 0.84
C 0.50 -0.88 -0.26
O -0.62 -0.07 -0.61
C -1.13 -0.38 -1.94
C -2.17 -1.62 -1.75
O -3.44 -1.19 -1.22
C -3.96 -2.21 -0.27
C -5.56 -2.06 -0.21
P -6.49 -3.53 0.61
C -4.96 -4.13 1.60
Br -6.95 -2.10 2.40
C -6.13 -4.69 -0.88
P -6.04 -6.52 -0.48
O -4.66 -7.14 -0.85
O -7.20 -7.33 -1.48
O -6.45 -6.94 1.12
C 1.93 -0.77 -0.88
C 3.07 -1.70 -0.35
H 4.45 -3.37 -2.23
H 4.29 -5.02 -3.10
H 2.81 -4.35 -2.21
H 2.82 -6.82 -1.32
H 2.25 -5.55 0.00
H 3.51 -6.88 0.39
H 5.30 -6.80 -2.30
H 5.74 -7.04 -0.48
H 6.53 -5.65 -1.37
H 5.79 -4.96 0.84
H 5.60 -3.47 -0.22
H 5.62 -3.13 2.97
H 4.20 -1.88 2.68
H 5.53 -1.98 1.43
H 4.42 -5.43 2.70
H 3.33 -4.06 3.44
H 2.58 -5.27 2.22
H 1.10 -3.63 2.20
H -0.77 -2.04 1.30
H -1.67 0.56 -2.33
H -0.26 -0.70 -2.60
H -2.31 -2.07 -2.79
H -1.63 -2.40 -1.09
H -3.58 -3.22 -0.64
H -3.52 -1.90 0.75
H -5.77 -1.07 0.34
H -6.01 -1.93 -1.26
H -7.69 -3.08 -0.07
H -7.31 -4.50 1.29
H -4.18 -4.71 0.98
H -5.36 -4.90 2.37
H -4.48 -3.31 2.25
H -7.02 -4.56 -1.61
H -5.20 -4.43 -1.48
H -7.28 -8.25 -1.10
H -5.64 -7.20 1.63
H 2.10 0.01 -1.69
H 4.10 -1.53 -0.84
Br -3.80 1.11 -3.95
C -4.87 1.40 -2.35
C -5.24 2.86 -2.20
Br -3.74 3.91 -1.54
H -4.30 1.01 -1.51
H -5.76 0.79 -2.49
H -6.02 2.98 -1.45
H -5.57 3.32 -3.13
Br 1.06 0.90 1.65
C 1.12 2.77 2.19
C 1.34 3.67 1.00
Br 3.20 3.64 0.42
H 1.90 2.87 2.95
H 0.15 2.97 2.64
H 1.14 4.71 1.26
H 0.74 3.40 0.13
Br 3.60 7.37 1.34
C 2.10 8.52 0.90
C 0.90 7.72 0.46
Br 1.11 7.08 -1.37
H 2.45 9.23 0.14
H 1.88 9.07 1.82
H 0.00 8.34 0.44
H 0.72 6.84 1.08
Br 4.53 8.76 5.06
C 4.07 7.18 6.09
C 5.11 6.10 5.94
Br 4.94 5.19 4.22
H 3.08 6.87 5.76
H 4.02 7.52 7.12
H 4.97 5.32 6.69
H 6.13 6.47 6.00
Br -0.56 4.49 4.88
C -2.06 5.64 4.43
C -3.25 4.83 3.99
Br -3.03 4.18 2.16
H -1.71 6.34 3.67
H -2.29 6.19 5.34
H -4.15 5.45 3.95
H -3.44 3.96 4.62
Br -3.33 4.53 -5.43
C -4.02 6.35 -5.48
C -5.09 6.56 -4.44
Br -6.78 5.76 -4.98
H -4.38 6.53 -6.50
H -3.16 6.99 -5.29
H -5.30 7.62 -4.31
H -4.83 6.13 -3.47
Br 8.86 -7.38 5.42
C 7.36 -6.22 4.98
C 6.16 -7.02 4.54
Br 6.37 -7.66 2.71
H 7.71 -5.51 4.23
H 7.14 -5.67 5.90
H 5.26 -6.39 4.52
H 5.97 -7.89 5.17
Br -7.09 5.69 -10.49
C -8.16 5.97 -8.89
C -8.53 7.43 -8.73
Br -7.03 8.47 -8.07
H -7.58 5.58 -8.05
H -9.05 5.36 -9.03
H -9.31 7.54 -7.97
H -8.86 7.89 -9.66
Br 8.31 -2.91 0.56
C 8.69 -1.45 -0.68
C 8.10 -0.15 -0.20
Br 6.18 -0.06 -0.51
H 8.32 -1.76 -1.66
H 9.78 -1.39 -0.72
H 8.52 0.69 -0.77
H 8.26 0.03 0.86
```

***

(2)
Below is a structure of composition C58H41AsCl2N9O5S4Tl, with properties calculated with ωB97M-V/def2-TZVPD.

Output
total charge	0
E_LUMO	-2.43	eV
gap between HOMO and LUMO	4.8345	eV
ΔE to the lowest compared entry with this formula, charge and spin	49.3	kJ/mol
strongest force on any atom	1.0	eV/Å
DFT total energy	-8025.196970	a.u.

Structure (XYZ):
```
121
C58H41AsCl2N9O5S4Tl | the OMol25 dataset | ωB97M-V/def2-TZVPD
Tl 0.81 -0.17 -0.55
O -1.18 0.36 -8.01
N -0.33 -0.50 -7.86
O 0.15 -1.16 -8.76
C 0.18 -0.74 -6.49
C 1.44 -1.18 -6.40
C 2.04 -1.43 -5.13
C 3.35 -1.93 -5.00
C 3.85 -2.19 -3.75
C 3.03 -1.93 -2.64
N 1.82 -1.44 -2.74
C 1.30 -1.20 -3.96
C -0.06 -0.71 -4.07
N -0.73 -0.49 -2.92
C -1.99 -0.11 -2.97
C -2.67 0.07 -4.17
C -2.01 -0.11 -5.35
C -0.65 -0.50 -5.33
H 2.01 -1.34 -7.31
H 3.95 -2.10 -5.89
H 4.85 -2.58 -3.61
H 3.37 -2.13 -1.62
H -2.47 0.07 -2.01
H -3.72 0.36 -4.16
H -2.51 0.04 -6.29
O 3.55 6.90 -2.03
C 2.97 5.91 -1.70
S 1.79 5.08 -2.74
C 1.37 3.78 -1.66
C 2.07 3.80 -0.35
S 1.89 2.72 0.84
S 3.19 5.12 -0.12
S 0.29 2.68 -2.15
Cl 4.64 0.93 -2.00
C 5.71 -0.34 -1.49
C 6.68 -0.75 -2.39
C 7.56 -1.75 -2.02
C 7.43 -2.35 -0.78
C 6.43 -1.94 0.10
Cl 6.20 -2.87 1.53
C 5.57 -0.87 -0.21
N 4.60 -0.38 0.67
C 4.84 -0.09 2.03
C 6.08 0.39 2.46
C 6.33 0.64 3.80
C 5.33 0.42 4.74
C 4.08 0.00 4.29
C 3.81 -0.25 2.94
C 2.43 -0.65 2.52
C 2.36 -1.97 1.73
O 2.29 -3.02 2.35
O 2.38 -1.81 0.44
H 6.74 -0.28 -3.36
H 8.35 -2.07 -2.69
H 8.07 -3.17 -0.48
H 3.65 -0.65 0.45
H 6.86 0.56 1.73
H 7.31 0.99 4.11
H 5.50 0.60 5.79
H 3.28 -0.16 5.01
H 1.97 0.12 1.89
H 1.82 -0.77 3.41
C -2.35 -1.14 2.27
C -2.17 -1.92 1.01
N -1.06 -2.00 0.32
C -1.29 -2.91 -0.70
C -2.56 -3.37 -0.61
N -3.12 -2.74 0.48
C -4.48 -2.90 0.95
N -4.54 -3.42 2.29
N -5.18 -2.70 3.25
N -5.15 -3.36 4.35
C -4.47 -4.55 4.13
C -4.17 -5.59 5.00
C -3.47 -6.66 4.49
C -3.06 -6.69 3.13
C -3.36 -5.67 2.26
C -4.08 -4.59 2.80
H -1.64 -0.31 2.28
H -2.13 -1.77 3.13
H -3.36 -0.75 2.40
H -0.51 -3.16 -1.40
H -3.12 -4.08 -1.21
H -4.98 -3.57 0.25
H -5.01 -1.95 0.98
H -4.48 -5.56 6.04
H -3.20 -7.49 5.13
H -2.50 -7.54 2.77
H -3.03 -5.69 1.23
C -2.65 2.62 5.38
C -3.68 2.48 4.45
C -3.39 2.41 3.10
C -2.08 2.47 2.66
C -1.04 2.59 3.59
C -1.33 2.68 4.95
As -1.56 2.37 0.78
C -3.26 2.24 -0.15
C -4.08 1.12 -0.26
C -5.20 1.17 -1.09
C -5.46 2.32 -1.83
C -4.64 3.43 -1.72
C -3.53 3.40 -0.87
C -2.61 4.53 -0.61
C -2.68 5.80 -1.18
C -1.79 6.79 -0.79
C -0.83 6.52 0.18
C -0.74 5.25 0.74
C -1.61 4.26 0.33
H -2.87 2.68 6.44
H -4.71 2.43 4.79
H -4.20 2.31 2.38
H -0.01 2.61 3.26
H -0.53 2.77 5.66
H -3.85 0.22 0.29
H -5.86 0.31 -1.16
H -6.32 2.35 -2.48
H -4.86 4.32 -2.30
H -3.44 6.02 -1.93
H -1.85 7.77 -1.24
H -0.16 7.31 0.51
H 0.01 5.05 1.49
```

***

(3)
Below is a cluster of 9 separate species, C46H108N2O16 in total, with properties calculated with ωB97M-V/def2-TZVPD.

Output
total charge	0
E_LUMO	0.52	eV
gap between HOMO and LUMO	8.2619	eV
ΔE to the lowest compared entry with this formula, charge and spin	386.9	kJ/mol
strongest force on any atom	3.3	eV/Å
DFT total energy	-3130.231379	a.u.

Structure (XYZ):
```
172
C46H108N2O16 | the OMol25 dataset | ωB97M-V/def2-TZVPD
C 7.15 0.63 -4.84
C 6.67 -0.46 -3.91
C 6.37 -1.77 -4.74
C 7.87 -0.79 -2.97
C 7.63 -1.73 -1.84
C 6.42 -1.21 -1.04
C 5.16 -0.86 -1.92
C 4.32 -2.14 -2.17
C 4.28 0.01 -1.00
N 5.51 -0.12 -3.16
O 4.43 0.47 -3.86
H 7.42 1.55 -4.30
H 8.07 0.36 -5.36
H 6.45 0.97 -5.60
H 5.50 -1.71 -5.39
H 7.21 -1.87 -5.43
H 6.23 -2.74 -4.28
H 8.74 -1.05 -3.58
H 8.15 0.10 -2.41
H 7.37 -2.70 -2.28
H 8.52 -2.03 -1.29
H 6.73 -0.31 -0.51
H 6.09 -2.00 -0.36
H 4.95 -2.92 -2.61
H 3.47 -1.94 -2.82
H 3.96 -2.53 -1.22
H 4.74 0.97 -0.76
H 4.00 -0.41 -0.03
H 3.31 0.12 -1.49
H 4.72 1.39 -3.96
C -1.79 -0.49 -0.53
C -0.24 -0.48 -0.62
C 0.48 -1.80 -0.99
C 0.15 0.58 -1.67
C 0.02 2.04 -1.26
C 0.86 2.14 0.03
C 0.37 1.27 1.17
C 1.41 1.32 2.36
C -0.89 1.82 1.81
N 0.38 -0.10 0.66
O 0.02 -1.02 1.69
H -2.15 -0.91 -1.47
H -2.17 -1.05 0.32
H -2.28 0.48 -0.49
H 0.11 -2.63 -0.37
H 0.43 -1.89 -2.08
H 1.56 -1.76 -0.83
H 1.12 0.42 -2.15
H -0.44 0.56 -2.58
H 0.40 2.71 -2.03
H -1.03 2.34 -1.24
H 1.07 3.20 0.21
H 1.89 1.85 -0.19
H 1.69 2.34 2.64
H 2.27 0.72 2.07
H 1.10 0.86 3.30
H -0.76 2.83 2.20
H -1.30 1.10 2.52
H -1.66 1.87 1.03
H 0.87 -1.32 2.03
C 0.10 -4.69 -3.75
O 0.59 -5.30 -4.95
C 0.16 -4.62 -6.14
C -1.36 -4.77 -6.41
O -2.14 -3.99 -5.49
C -3.52 -4.27 -5.43
H 0.59 -5.21 -2.93
H -0.97 -4.89 -3.69
H 0.26 -3.61 -3.78
H 0.67 -5.05 -7.00
H 0.46 -3.57 -6.11
H -1.63 -5.82 -6.32
H -1.55 -4.47 -7.44
H -3.97 -4.13 -6.42
H -4.04 -3.59 -4.75
H -3.73 -5.33 -5.25
C 2.94 -1.59 3.92
O 3.23 -2.82 3.27
C 2.70 -3.98 3.97
C 1.20 -3.88 4.30
O 0.71 -5.17 4.58
C 0.65 -5.98 3.39
H 3.42 -0.84 3.29
H 3.34 -1.50 4.93
H 1.89 -1.28 3.93
H 3.28 -4.06 4.89
H 3.01 -4.84 3.38
H 0.73 -3.44 3.42
H 1.15 -3.29 5.21
H -0.11 -6.76 3.38
H 1.62 -6.48 3.42
H 0.55 -5.39 2.48
C 1.58 5.36 -1.08
O 2.00 6.13 0.04
C 1.06 7.17 0.37
C 1.75 8.13 1.36
O 2.74 9.01 0.85
C 3.67 9.36 1.88
H 0.50 5.34 -1.21
H 1.89 4.32 -1.17
H 2.11 5.83 -1.91
H 0.10 6.78 0.70
H 0.98 7.73 -0.57
H 2.18 7.44 2.09
H 1.01 8.74 1.89
H 3.17 9.91 2.67
H 4.50 9.92 1.44
H 4.08 8.46 2.33
C -4.27 2.93 -1.56
O -4.49 4.28 -1.19
C -5.35 4.28 -0.06
C -5.87 5.67 0.26
O -7.26 5.71 0.54
C -7.83 7.05 0.48
H -3.78 2.89 -2.54
H -5.20 2.37 -1.65
H -3.62 2.45 -0.83
H -5.05 3.68 0.80
H -6.22 3.82 -0.54
H -5.72 6.17 -0.70
H -5.24 6.12 1.03
H -8.53 7.27 -0.33
H -6.99 7.73 0.46
H -8.32 7.38 1.39
C 2.68 -0.56 7.91
O 1.74 -0.56 6.83
C 1.35 0.76 6.53
C 2.53 1.71 6.12
O 3.21 1.07 5.03
C 4.11 1.95 4.37
H 3.10 -1.55 8.07
H 2.16 -0.04 8.72
H 3.60 -0.01 7.71
H 0.68 1.13 7.32
H 0.64 0.77 5.70
H 3.21 1.99 6.93
H 2.12 2.69 5.83
H 3.53 2.80 4.00
H 4.48 1.51 3.44
H 4.90 2.29 5.05
C -6.54 1.38 1.88
O -5.53 0.39 1.55
C -5.61 -0.82 2.30
C -4.35 -1.63 2.14
O -4.45 -2.71 3.10
C -4.65 -3.98 2.46
H -6.56 1.48 2.96
H -7.53 1.02 1.60
H -6.10 2.32 1.56
H -6.40 -1.33 1.75
H -5.94 -0.71 3.33
H -3.51 -0.98 2.38
H -4.38 -1.92 1.09
H -5.68 -4.28 2.25
H -4.50 -4.70 3.27
H -3.94 -4.22 1.67
C -5.34 -0.40 -3.00
O -5.91 -1.70 -3.18
C -5.42 -2.69 -2.29
C -6.36 -3.85 -2.00
O -5.54 -4.90 -1.38
C -5.82 -6.19 -1.80
H -5.60 0.15 -2.09
H -5.63 0.39 -3.69
H -4.25 -0.44 -2.96
H -5.10 -2.29 -1.33
H -4.53 -3.14 -2.75
H -6.77 -4.23 -2.94
H -7.25 -3.59 -1.41
H -5.27 -6.78 -1.07
H -5.45 -6.32 -2.82
H -6.89 -6.40 -1.75
```

***

(4)
Below is a cluster of 2 separate species, C2H4NOP in total, with properties calculated with ωB97M-V/def2-TZVPD.

Output
total charge	0
E_LUMO (alpha / beta)	-1.85 / -1.85	eV
gap between HOMO and LUMO (alpha / beta)	8.1066 / 8.1080	eV
ΔE to the lowest compared entry with this formula, charge and spin	197.3	kJ/mol
strongest force on any atom	3.6	eV/Å
DFT total energy	-549.865450	a.u.

Structure (XYZ):
```
9
C2H4NOP | the OMol25 dataset | ωB97M-V/def2-TZVPD
C -3.25 -0.31 0.32
C 0.16 -0.15 0.60
N -4.06 -1.05 -0.03
O -0.65 1.97 -0.81
P -0.92 1.35 0.65
H 1.19 0.14 0.78
H 0.08 -0.66 -0.36
H -0.15 -0.83 1.38
H -0.32 1.40 -1.51
```

***

(5)
Below is the molecule C2H5ClFOPS, with properties calculated with ωB97M-V/def2-TZVPD.

Output
total charge	0
E_LUMO (alpha / beta)	0.75 / -2.68	eV
gap between HOMO and LUMO (alpha / beta)	7.3660 / 6.8791	eV
strongest force on any atom	3.4	eV/Å
2S+1	3
DFT total energy	-1453.923259	a.u.

Structure (XYZ):
```
12
C2H5ClFOPS | the OMol25 dataset | ωB97M-V/def2-TZVPD
C 0.64 -2.39 0.53
C -1.59 2.38 -0.32
O 1.60 -1.60 -0.21
F -2.48 1.82 -1.14
P 1.92 -0.14 0.29
S -0.43 1.04 0.52
Cl 2.74 0.59 -1.35
H -0.12 -2.88 -0.15
H -0.09 -1.71 0.98
H 0.96 -3.10 1.25
H -0.92 3.03 -0.91
H -2.23 2.95 0.51
```

***

Q: What is the DFT total energy in the fifth record?
A: -1453.923259 a.u.